The following is a quantum chemistry calculation of a cluster of 7 separate species, C38H56N2O13S in total at a distorted geometry, from the Open Molecules 2025 dataset.

```
! wB97M-V def2-TZVPD RIJCOSX def2/J DEFGRID3
* xyz 0 1
C 1.28 3.79 -1.33
C 1.78 2.41 -2.07
C 2.87 2.57 -3.29
C 3.38 1.19 -4.03
N 4.36 1.22 -5.18
S 4.51 -0.51 -5.54
N 3.46 -1.28 -4.33
C 2.79 -0.24 -3.47
C 1.71 -0.40 -2.24
C 1.16 0.97 -1.52
O 0.17 1.05 -0.44
C -0.62 -0.18 -0.30
C -1.62 -0.52 -1.56
C -1.86 -2.17 -1.55
C -3.06 0.25 -1.53
C -3.09 1.48 -2.65
C -2.90 2.88 -1.78
C -4.47 1.53 -3.53
H 0.34 3.65 -0.62
H 2.13 4.26 -0.65
H 0.98 4.61 -2.12
H 3.25 3.65 -3.62
H 1.30 -1.44 -1.89
H 0.09 -1.09 0.01
H -1.33 -0.02 0.64
H -1.11 -0.30 -2.62
H -2.11 -2.52 -0.43
H -2.70 -2.51 -2.28
H -0.80 -2.64 -1.80
H -3.87 -0.54 -1.92
H -3.41 0.59 -0.46
H -2.19 1.42 -3.41
H -3.23 2.75 -0.65
H -3.44 3.78 -2.28
H -1.74 3.08 -1.76
H -4.37 2.45 -4.28
H -4.54 0.54 -4.19
H -5.45 1.71 -2.91
O -5.20 -1.58 0.73
C -4.47 -1.80 1.68
C -4.93 -2.13 3.07
C -3.68 -1.91 3.87
C -2.59 -2.22 2.88
O -3.11 -1.82 1.61
H -5.26 -3.17 3.10
H -5.74 -1.46 3.38
H -3.63 -2.52 4.78
H -3.62 -0.85 4.18
H -2.35 -3.29 2.84
H -1.67 -1.66 3.09
O -0.42 -3.49 3.51
C 0.05 -4.52 3.03
C 0.97 -4.58 1.85
C 0.90 -6.04 1.48
C 0.61 -6.71 2.80
O -0.17 -5.77 3.53
H 1.97 -4.29 2.16
H 0.61 -3.94 1.04
H 1.80 -6.41 0.99
H 0.05 -6.20 0.79
H 1.53 -6.92 3.36
H 0.05 -7.64 2.67
O -1.62 4.30 -5.56
C -1.15 3.27 -6.03
C -0.23 3.21 -7.22
C -0.30 1.75 -7.59
C -0.59 1.08 -6.27
O -1.37 2.02 -5.53
H 0.77 3.50 -6.90
H -0.59 3.85 -8.03
H 0.60 1.38 -8.08
H -1.15 1.59 -8.28
H 0.33 0.87 -5.71
H -1.15 0.15 -6.40
O -5.41 -2.63 6.85
C -4.34 -2.76 7.42
C -4.10 -3.57 8.65
C -2.76 -3.06 9.12
C -2.10 -2.64 7.83
O -3.17 -2.20 6.99
H -4.05 -4.63 8.38
H -4.87 -3.40 9.40
H -2.17 -3.80 9.67
H -2.90 -2.19 9.76
H -1.59 -3.47 7.33
H -1.39 -1.82 7.98
O 6.48 -4.57 0.20
C 6.31 -3.48 -0.33
C 7.37 -2.44 -0.55
C 6.56 -1.21 -0.85
C 5.31 -1.78 -1.47
O 5.12 -3.05 -0.84
H 7.99 -2.74 -1.40
H 7.99 -2.31 0.35
H 7.07 -0.49 -1.49
H 6.30 -0.70 0.09
H 5.43 -1.94 -2.55
H 4.44 -1.15 -1.30
O 4.05 6.00 2.55
C 3.38 6.68 1.79
C 2.38 7.72 2.20
C 1.61 7.94 0.92
C 2.63 7.63 -0.14
O 3.47 6.63 0.43
H 2.92 8.63 2.51
H 1.74 7.36 3.00
H 1.19 8.95 0.84
H 0.78 7.22 0.87
H 3.25 8.50 -0.39
H 2.16 7.25 -1.05
*
```

Values from the calculation:
Energy above the lowest of the compared OMol25 structures with the same formula, charge and spin: 300.5 kcal per mole
Total energy: -80735.742 eV
Maximum force: 0.1392 Eh/bohr
Kohn-Sham gap: 6.99 eV
LUMO: -1.50 eV
HOMO level: -8.49 eV

The following is a quantum chemistry calculation of a cluster of 10 separate species, C38H57BN3O28 in total at a distorted geometry, from the Open Molecules 2025 dataset.

```
! wB97M-V def2-TZVPD RIJCOSX def2/J DEFGRID3
* xyz 1 1
C -0.21 -3.86 -1.52
C 1.24 -4.48 -1.61
C 2.20 -3.29 -1.79
C 3.70 -3.66 -2.17
C 3.98 -5.20 -2.27
C 4.69 -2.91 -1.26
N 5.44 -2.06 -1.92
N 6.23 -1.40 -1.09
C 6.35 -1.51 0.21
C 5.60 -2.45 0.95
C 4.69 -3.21 0.15
B 3.80 -4.30 0.95
O 2.63 -3.91 1.57
N 4.30 -5.67 0.98
C 3.20 -6.65 1.20
C 5.17 -5.75 2.21
H -0.78 -4.39 -0.73
H -0.15 -2.81 -1.20
H -0.74 -3.96 -2.49
H 1.43 -4.96 -0.62
H 1.23 -5.21 -2.43
H 2.25 -2.63 -0.91
H 1.77 -2.67 -2.60
H 3.78 -3.31 -3.22
H 3.62 -5.79 -1.42
H 5.08 -5.31 -2.35
H 3.58 -5.59 -3.22
H 6.84 -0.72 -1.55
H 7.05 -0.84 0.73
H 5.71 -2.52 2.03
H 2.57 -2.94 1.55
H 3.45 -7.55 0.59
H 3.09 -6.96 2.26
H 2.21 -6.31 0.86
H 6.01 -5.04 2.16
H 5.53 -6.79 2.28
H 4.54 -5.53 3.09
C 6.42 3.25 -0.62
C 7.82 3.40 -1.14
O 8.59 2.62 -0.21
C 7.76 1.73 0.35
O 8.11 0.82 1.05
O 6.47 1.97 0.03
H 5.67 3.27 -1.40
H 6.18 4.02 0.13
H 7.95 2.97 -2.14
H 8.16 4.43 -1.16
C 3.34 0.75 -1.17
C 2.23 0.49 -2.15
O 1.88 1.81 -2.59
C 2.96 2.60 -2.40
O 3.07 3.71 -2.81
O 3.93 1.96 -1.67
H 4.08 -0.05 -1.15
H 2.98 0.93 -0.16
H 2.55 -0.10 -3.01
H 1.37 0.00 -1.68
C 10.31 0.67 3.96
C 11.18 0.51 2.75
O 12.48 0.40 3.31
C 12.34 -0.05 4.59
O 13.24 -0.41 5.28
O 11.03 -0.03 4.97
H 9.32 0.24 3.83
H 10.20 1.71 4.26
H 10.95 -0.40 2.19
H 11.12 1.36 2.08
C -1.65 -0.97 2.45
C -1.71 -1.69 1.13
O -0.79 -0.94 0.32
C 0.07 -0.32 1.16
O 1.07 0.24 0.79
O -0.32 -0.43 2.45
H -1.80 -1.64 3.30
H -2.37 -0.15 2.51
H -1.35 -2.72 1.21
H -2.70 -1.69 0.70
C -4.65 2.71 -0.96
C -4.04 1.56 -1.70
O -3.37 0.83 -0.66
C -3.99 1.14 0.51
O -3.79 0.58 1.54
O -4.86 2.16 0.35
H -5.58 3.04 -1.39
H -3.98 3.57 -0.87
H -4.78 0.91 -2.16
H -3.33 1.89 -2.46
C -6.07 2.22 -6.72
C -4.72 2.77 -6.35
O -4.93 3.24 -5.01
C -5.98 2.54 -4.50
O -6.30 2.57 -3.35
O -6.60 1.81 -5.45
H -6.01 1.37 -7.40
H -6.73 2.97 -7.15
H -3.94 2.01 -6.34
H -4.41 3.59 -7.00
C -8.50 2.77 0.34
C -7.78 3.15 1.60
O -8.10 4.53 1.75
C -9.26 4.75 1.08
O -9.89 5.76 1.14
O -9.61 3.67 0.33
H -8.84 1.73 0.34
H -7.90 2.94 -0.56
H -8.14 2.60 2.47
H -6.70 3.01 1.53
C -10.82 5.85 -2.15
C -12.11 6.51 -1.73
O -12.94 6.32 -2.88
C -12.46 5.25 -3.56
O -13.01 4.72 -4.47
O -11.25 4.85 -3.07
H -10.29 5.41 -1.31
H -10.15 6.54 -2.67
H -12.57 6.02 -0.87
H -11.99 7.57 -1.51
C -2.36 -2.00 6.76
C -3.67 -1.34 7.12
O -4.46 -1.56 5.95
C -3.95 -2.65 5.32
O -4.48 -3.20 4.40
O -2.76 -3.03 5.86
H -1.85 -2.42 7.63
H -1.68 -1.32 6.24
H -4.15 -1.81 7.97
H -3.56 -0.27 7.31
*
```

Values from the calculation:
Total energy: -102802.330 eV
Maximum force: 0.0602 Eh/bohr
Kohn-Sham gap: 7.08 eV
LUMO: -4.53 eV
HOMO level: -11.61 eV